C33H72N6PSSi4Sm | ωB97M-V/def2-TZVPD

Structure (XYZ):
```
118
Properties=species:S:1:pos:R:3:lowdin_spin:R:1
Sm 1.10 -1.20 -0.55 5.14
C 1.02 -4.24 0.20 0.00
C 1.06 -4.18 -1.33 0.00
N 1.95 -3.17 -1.85 -0.01
C 3.42 -3.47 -1.81 0.00
C 4.12 -2.62 -0.75 0.00
C 5.53 -2.76 -0.62 0.00
C 6.13 -2.16 0.53 0.00
C 5.36 -1.49 1.47 0.00
C 3.99 -1.38 1.27 0.00
C 3.05 -0.92 2.36 0.00
N 1.66 -0.69 1.90 -0.01
C 0.57 -1.39 2.66 0.00
C 0.54 -2.84 2.24 0.00
N 0.34 -3.07 0.77 -0.01
N 3.40 -1.93 0.15 -0.01
H 2.00 -4.29 0.64 0.00
H 0.43 -5.15 0.46 0.00
H 0.08 -3.97 -1.77 0.00
H 1.37 -5.22 -1.71 0.00
H 1.67 -3.04 -2.86 0.00
H 3.92 -3.16 -2.75 0.00
H 3.61 -4.57 -1.74 0.00
H 6.17 -3.30 -1.30 0.00
H 7.22 -2.12 0.58 0.00
H 5.85 -1.05 2.34 0.00
H 3.43 0.01 2.76 0.00
H 3.08 -1.69 3.16 0.00
H 1.45 0.34 1.94 0.00
H -0.41 -0.93 2.38 0.00
H 0.63 -1.31 3.75 0.00
H -0.23 -3.36 2.83 0.00
H 1.53 -3.26 2.40 0.00
H -0.67 -3.21 0.55 0.00
C 3.93 0.39 -3.94 0.00
Si 2.44 1.54 -3.82 -0.01
C 2.66 3.29 -4.59 0.00
C 0.93 0.71 -4.68 0.00
Si 1.86 1.57 -1.51 -0.05
Si 0.13 3.10 -1.29 -0.01
C 0.06 4.47 -2.62 0.00
C 0.21 3.94 0.46 0.00
C -1.58 2.28 -1.33 0.00
Si 3.55 2.86 -0.49 -0.01
C 3.59 4.63 -0.92 0.00
C 5.25 2.05 -0.94 0.00
C 3.49 2.82 1.42 0.00
H 3.97 -0.29 -4.79 0.00
H 4.09 -0.16 -3.02 0.00
H 4.81 0.99 -4.09 0.00
H 3.25 3.15 -5.50 0.00
H 3.23 3.96 -3.94 0.00
H 1.70 3.75 -4.86 0.00
H 1.25 0.07 -5.52 0.00
H 0.27 1.45 -5.07 0.00
H 0.29 0.01 -4.06 0.00
H 0.88 5.19 -2.61 0.00
H -0.82 5.10 -2.50 0.00
H -0.03 3.97 -3.59 0.00
H 0.94 4.75 0.54 0.00
H 0.39 3.23 1.26 0.00
H -0.77 4.39 0.58 0.00
H -1.89 1.91 -2.32 0.00
H -2.37 2.93 -0.93 0.00
H -1.59 1.40 -0.68 0.00
H 3.33 4.83 -1.95 0.00
H 4.59 5.04 -0.72 0.00
H 2.88 5.22 -0.33 0.00
H 5.46 2.10 -2.01 0.00
H 5.31 1.00 -0.67 0.00
H 6.00 2.63 -0.39 0.00
H 3.51 3.88 1.75 0.00
H 4.31 2.23 1.90 0.00
H 2.56 2.41 1.83 0.00
C -3.65 -2.38 4.73 0.00
C -4.27 -0.96 4.78 0.00
C -3.84 -0.33 6.10 0.00
P -3.81 -0.06 3.09 0.00
C -5.53 -0.15 2.20 0.00
C -5.29 -0.08 0.68 0.00
C -6.35 -1.41 2.55 0.00
C -3.81 1.69 3.77 0.00
C -2.42 2.03 4.34 0.00
C -4.15 2.67 2.62 0.00
H -2.57 -2.30 4.74 0.00
H -3.87 -2.91 3.78 0.00
H -4.01 -3.00 5.57 0.00
H -5.35 -1.05 4.73 0.00
H -2.77 -0.15 6.31 0.00
H -4.18 -0.97 6.92 0.00
H -4.40 0.64 6.29 0.00
H -6.06 0.77 2.51 0.00
H -4.81 0.88 0.48 0.00
H -6.23 -0.10 0.09 0.00
H -4.63 -0.85 0.20 0.00
H -7.12 -1.62 1.79 0.00
H -6.83 -1.36 3.50 0.00
H -5.69 -2.31 2.52 0.00
H -4.55 1.76 4.56 0.00
H -1.88 2.74 3.68 0.00
H -1.75 1.16 4.43 0.00
H -2.46 2.52 5.30 0.00
H -3.52 2.52 1.76 0.00
H -4.01 3.72 2.97 0.00
H -5.15 2.57 2.25 0.00
C -2.00 -3.78 -3.85 0.00
N -2.33 -2.39 -3.99 0.00
C -2.70 -1.75 -5.16 0.00
C -3.03 -0.49 -4.86 0.00
N -2.78 -0.30 -3.48 0.00
C -2.34 -1.46 -2.94 0.00
S -1.67 -1.71 -1.44 -0.01
H -2.33 -4.32 -4.74 0.00
H -2.47 -4.26 -2.95 0.00
H -0.93 -3.87 -3.72 0.00
H -2.87 -2.33 -6.06 0.00
H -3.22 0.38 -5.49 0.00
H -2.83 0.60 -2.94 0.00
```

⟨S²⟩: 8.825
2S+1: 6
Charge: +2
E_HOMO (alpha / beta) (eV): -11.9 / -11.8
Relative energy (zero: lowest compared OMol25 entry of this formula, charge and spin) (kcal/mol): 0.0